Run one
ORCA calculation (ωB97M-V/def2-TZVPD) on one molecule with the formula C6H11NS.

Output
E_HOMO: -8.4973 eV
orbital gap: 9.43 eV

```
! wB97M-V def2-TZVPD RIJCOSX def2/J DEFGRID3
* xyz 0 1
S 2.645 0.222 0.549
N 0.385 1.368 -0.249
C 1.219 -1.829 -0.572
C -1.539 -0.019 0.519
C 1.697 1.394 -0.591
C -2.572 1.003 0.336
C -0.112 0.399 0.270
C 1.242 -0.895 0.564
H -2.185 2.037 0.045
H 2.197 2.422 -0.473
H -1.571 -0.558 1.523
H -3.052 1.222 1.216
H 1.699 -1.404 -1.426
H 1.885 -2.758 -0.404
H 0.125 -2.069 -0.819
H -3.390 0.620 -0.302
H -1.595 -0.908 -0.068
H 1.079 -1.266 1.495
H 1.841 1.019 -1.613
*
```

The molecule's Mulliken atomic charges, reported in e, are given here: S -0.170; N -0.462; C -0.889; C -0.255; C -0.465; C -1.141; C 0.254; C -0.337; H 0.321; H 0.310; H 0.340; H 0.319; H 0.288; H 0.299; H 0.204; H 0.286; H 0.254; H 0.571; H 0.273

Run two
ORCA calculation (ωB97M-V/def2-TZVPD) on one molecule with the formula C6H11NS.

Output
E_HOMO: -8.5711 eV
orbital gap: 9.49 eV

```
! wB97M-V def2-TZVPD RIJCOSX def2/J DEFGRID3
* xyz 0 1
S -2.779 -0.259 -0.029
N -1.155 -0.385 0.198
C 1.722 -0.619 0.487
C 1.059 -0.031 -0.719
C -0.597 2.003 0.102
C -0.512 -1.753 0.123
C 0.900 -1.495 -0.347
C -0.418 0.596 -0.577
H -3.313 -0.160 1.213
H 1.625 0.235 -1.709
H -0.155 1.861 1.100
H -0.203 2.726 -0.435
H -1.616 2.226 0.207
H -0.824 -2.327 -0.694
H 1.365 -2.364 -0.923
H 1.315 -0.507 1.432
H -0.644 -2.253 1.064
H 2.921 -0.830 0.562
H -0.769 0.879 -1.652
*
```

The molecule's Mulliken atomic charges, reported in e, are given here: S -0.262; N -0.082; C -0.735; C -0.104; C -1.540; C -0.750; C -0.033; C 0.039; H 0.117; H 0.286; H 0.321; H 0.493; H 0.407; H 0.399; H 0.337; H 0.261; H 0.366; H 0.220; H 0.261

Run three
ORCA calculation (ωB97M-V/def2-TZVPD) on one molecule with the formula C6H11NS.

Output
E_HOMO: -8.9857 eV
orbital gap: 9.84 eV

```
! wB97M-V def2-TZVPD RIJCOSX def2/J DEFGRID3
* xyz 0 1
S 1.963 -0.287 -0.451
N -1.092 1.764 -0.209
C -0.724 0.449 -0.790
C -0.201 -0.843 1.210
C -1.683 -0.743 -0.693
C 0.104 1.684 0.645
C 0.337 0.258 0.285
C -0.930 -1.763 0.244
H 2.821 -0.352 0.627
H 0.812 2.410 0.260
H 0.603 -1.327 1.791
H -0.055 1.921 1.711
H -1.590 -2.524 0.666
H -0.906 -0.442 1.930
H -1.791 -1.241 -1.668
H -2.667 -0.445 -0.356
H -1.974 1.753 0.347
H -0.305 0.549 -1.758
H -0.123 -2.294 -0.282
*
```

The molecule's Mulliken atomic charges, reported in e, are given here: S -0.237; N -0.507; C -0.551; C -0.921; C -0.739; C -0.932; C 1.029; C -0.681; H 0.143; H 0.272; H 0.403; H 0.303; H 0.389; H 0.351; H 0.275; H 0.307; H 0.330; H 0.454; H 0.312

Stability check: which of them is least stable? run two.

Run one
ORCA calculation (ωB97M-V/def2-TZVPD) on one molecule with the formula H4N2O2Si.

Output
E_HOMO: -10.4406 eV
orbital gap: 9.79 eV

```
! wB97M-V def2-TZVPD RIJCOSX def2/J DEFGRID3
* xyz 0 1
Si -0.694 0.415 0.775
O -2.482 0.161 -1.060
O -2.994 -0.942 0.703
N 0.730 -0.275 -0.736
N -2.215 -0.269 0.054
H 0.088 -1.035 -1.070
H -0.631 1.947 0.647
H 1.482 -0.764 -0.179
H -0.491 -0.173 2.028
*
```

The molecule's Mulliken atomic charges, reported in e, are given here: Si 0.492; O -0.477; O -0.537; N -0.663; N 0.762; H 0.260; H -0.023; H 0.245; H -0.061

Run two
ORCA calculation (ωB97M-V/def2-TZVPD) on a 2-piece molecular cluster, H4N2O2Si overall.

Output
E_HOMO: -10.6686 eV
orbital gap: 9.60 eV

```
! wB97M-V def2-TZVPD RIJCOSX def2/J DEFGRID3
* xyz 0 1
Si -0.168 -0.688 1.039
O -1.860 1.095 1.641
O -1.177 1.199 -0.436
N -1.187 0.730 0.679
N 0.773 -0.785 -0.228
H 1.208 0.504 -2.602
H 1.533 0.555 -1.921
H -0.750 -1.212 2.231
H 1.627 -1.397 -0.401
*
```

The molecule's Mulliken atomic charges, reported in e, are given here: Si 0.334; O -0.566; O -0.471; N 0.815; N -0.318; H 0.100; H -0.096; H -0.050; H 0.253

Stability check: which of them is least stable? run two.

Run one
ORCA calculation (ωB97M-V/def2-TZVPD) on a 13-piece molecular cluster, C5H38N2O12 overall.

Output
E_HOMO: -9.5631 eV
orbital gap: 9.39 eV

```
! wB97M-V def2-TZVPD RIJCOSX def2/J DEFGRID3
* xyz 0 1
O -1.197 -1.614 4.265
O -0.519 4.134 1.551
O 2.840 2.156 -3.518
O -1.555 -4.376 -0.574
O 1.238 -3.647 -0.555
O -1.877 3.096 -1.252
O -3.656 0.895 2.729
O -3.129 -2.104 2.525
O 1.332 3.564 -1.929
O 3.783 -2.657 -1.299
O 1.620 -2.293 2.393
O 2.645 -0.300 -2.530
N -3.254 -0.057 -1.482
N 1.963 1.604 0.382
C 1.836 1.939 1.851
C -0.751 -0.023 -1.294
C -0.121 0.101 0.102
C 1.429 0.237 0.162
C -1.998 -0.871 -1.492
H -1.400 -3.561 -1.122
H 1.343 -4.465 -0.120
H 1.139 2.746 1.926
H 1.982 -0.270 -0.701
H 4.183 -2.285 -0.453
H -3.952 -0.011 2.348
H 0.286 4.349 1.050
H 1.706 -0.407 0.931
H 2.700 0.606 -2.966
H -3.173 -1.624 1.708
H 2.812 1.633 0.232
H 0.107 -0.587 -1.954
H 1.266 -2.081 1.491
H -2.018 -1.333 -2.482
H -1.016 3.673 0.920
H -0.928 -2.626 4.123
H 2.174 -3.421 -0.843
H -1.986 -1.666 -0.779
H 0.367 3.824 -2.127
H 1.228 2.930 -1.151
H -3.372 0.730 -2.185
H 1.751 -0.464 -2.811
H -0.382 -0.716 0.973
H -1.679 4.079 -1.154
H 1.537 0.880 2.305
H -0.529 0.898 0.666
H 1.891 2.410 -3.647
H -1.887 -1.413 3.687
H -2.967 0.527 3.469
H -2.792 2.982 -1.525
H -0.648 -4.779 -0.594
H -3.982 -0.724 -1.669
H 3.092 2.726 -2.781
H 3.227 -1.875 -1.751
H -0.784 0.935 -1.621
H 1.393 -1.850 3.238
H 2.668 2.343 2.417
H -3.990 -1.897 2.919
*
```

The molecule's Mulliken atomic charges, reported in e, are given here: O -0.658; O -0.671; O -0.717; O -0.651; O -0.547; O -0.576; O -0.634; O -0.639; O -0.686; O -0.754; O -0.672; O -0.846; N -0.679; N -0.217; C -0.703; C 0.183; C 0.463; C -0.159; C -0.515; H 0.328; H 0.322; H 0.251; H -0.664; H 0.348; H 0.276; H 0.333; H 0.655; H 0.395; H 0.281; H 0.162; H -0.470; H 0.306; H 0.477; H 0.294; H 0.345; H 0.293; H -0.137; H 0.283; H 0.372; H 0.186; H 0.318; H -0.170; H 0.317; H 0.101; H 0.277; H 0.392; H 0.312; H 0.338; H 0.239; H 0.326; H 0.227; H 0.325; H 0.402; H 0.663; H 0.345; H 0.312; H 0.320

Run two
ORCA calculation (ωB97M-V/def2-TZVPD) on a 13-piece molecular cluster, C5H38N2O12 overall.

Output
E_HOMO: -8.6094 eV
orbital gap: 8.43 eV

```
! wB97M-V def2-TZVPD RIJCOSX def2/J DEFGRID3
* xyz 0 1
O 1.102 3.071 -2.820
O 1.761 -2.353 3.002
O -2.815 -0.584 0.153
O -0.895 0.783 3.475
O -1.578 4.233 2.096
O -2.230 -0.207 -2.737
O -2.174 1.930 -0.359
O -0.285 -0.931 1.591
O -2.782 -1.103 3.437
O -0.691 -2.613 -4.047
O -0.125 3.317 3.751
O 0.143 3.672 -0.071
N 2.002 0.161 -2.047
N 1.412 -2.614 -1.678
C 1.831 -3.460 -2.775
C 0.240 -3.054 -0.957
C 2.317 -1.924 -0.763
C 2.029 -0.386 -0.728
C 3.131 0.267 0.222
H -1.081 -0.651 1.093
H 2.090 1.154 -2.122
H -2.821 -1.020 -0.707
H -1.223 3.360 1.850
H 0.873 -4.053 -3.024
H -0.588 2.605 4.199
H 0.792 -2.405 2.918
H -1.906 -0.891 -3.335
H -0.117 -1.876 -4.345
H 0.414 -3.482 0.043
H -0.645 -2.628 -3.087
H -0.443 2.914 -0.145
H -3.636 -0.764 3.154
H 0.643 2.574 -3.504
H -2.670 2.709 -0.056
H 0.358 -1.066 0.847
H -3.185 0.341 0.235
H 0.813 3.354 3.927
H -0.404 -2.194 -0.697
H 2.279 -2.377 0.207
H 2.178 -2.816 -3.600
H -0.408 4.458 0.013
H 0.437 3.284 -2.153
H -1.456 0.274 -2.407
H -1.617 0.179 3.773
H 3.644 1.053 -0.386
H 3.370 -1.929 -1.162
H -0.325 0.268 2.872
H 3.834 -0.540 0.474
H 2.734 0.784 1.086
H -2.422 1.824 -1.285
H -1.011 4.299 2.882
H 2.578 -4.233 -2.649
H 1.003 -0.255 -0.329
H -0.379 -3.769 -1.511
H 1.865 -1.412 2.813
H -2.367 -1.566 2.699
H 2.349 -0.383 -2.842
*
```

The molecule's Mulliken atomic charges, reported in e, are given here: O -0.649; O -0.637; O -0.672; O -0.597; O -0.685; O -0.607; O -0.550; O -0.632; O -0.671; O -0.685; O -0.604; O -0.675; N -0.378; N 0.641; C -0.871; C -1.624; C -1.799; C 1.692; C -1.501; H 0.496; H 0.263; H 0.268; H 0.334; H 0.336; H 0.317; H 0.330; H 0.285; H 0.335; H 0.300; H 0.297; H 0.308; H 0.327; H 0.299; H 0.318; H -0.523; H 0.322; H 0.256; H 0.630; H 0.441; H 0.267; H 0.343; H 0.333; H 0.298; H 0.350; H 0.418; H 0.543; H 0.371; H 0.381; H 0.313; H 0.282; H 0.385; H 0.258; H -0.248; H 0.581; H 0.301; H 0.294; H 0.094

Stability check: which of them is least stable? run one.

Run one
ORCA calculation (ωB97M-V/def2-TZVPD) on an isolated ion of composition C5H9N2 and charge +1.

Output
E_HOMO (alpha / beta): -9.5054 / -15.3003 eV
orbital gap (alpha / beta): 6.74 / 6.81 eV

```
! wB97M-V def2-TZVPD RIJCOSX def2/J DEFGRID3
* xyz 1 3
N 0.483 -0.126 1.247
N -0.423 -0.640 -0.876
C 1.583 2.161 1.318
C 0.952 0.953 1.214
C -0.359 -1.648 -1.981
C -1.500 -0.113 -0.049
C -0.478 -0.950 0.580
H 0.617 -2.183 -1.756
H 0.838 2.883 1.527
H -0.745 -1.854 1.144
H -2.488 -0.569 -0.045
H -1.563 1.019 -0.003
H -0.324 -0.971 -2.864
H 2.301 1.979 2.164
H -1.025 -2.511 -2.108
H 2.132 2.570 0.489
*
```

The molecule's Mulliken atomic charges, reported in e, are given here: N -0.338; N 0.129; C -1.138; C 0.530; C -0.707; C -0.506; C 0.157; H 0.339; H 0.291; H 0.446; H 0.287; H 0.267; H 0.311; H 0.260; H 0.345; H 0.329

Run two
ORCA calculation (ωB97M-V/def2-TZVPD) on an isolated ion of composition C5H9N2 and charge +1.

Output
E_HOMO (alpha / beta): -11.8041 / -15.5037 eV
orbital gap (alpha / beta): 8.75 / 6.14 eV

```
! wB97M-V def2-TZVPD RIJCOSX def2/J DEFGRID3
* xyz 1 3
N -1.154 0.643 0.843
N -2.471 -0.538 -0.484
C -2.383 0.255 0.600
C 0.725 -1.215 0.658
C 0.710 1.034 -0.769
C -0.298 0.088 -0.152
C -1.270 -0.647 -0.969
H -0.843 1.249 1.593
H 1.103 -1.825 -0.148
H -1.060 -1.228 -1.848
H 0.197 1.841 -1.288
H 1.354 1.462 -0.005
H -3.248 0.529 1.182
H 0.070 -1.759 1.323
H 1.493 -0.663 1.177
H 1.330 0.504 -1.485
*
```

The molecule's Mulliken atomic charges, reported in e, are given here: N -0.010; N -0.154; C -0.258; C -1.062; C -1.392; C 0.903; C -0.472; H 0.243; H 0.384; H 0.462; H 0.387; H 0.409; H 0.445; H 0.369; H 0.374; H 0.372

Stability check: which of them is least stable? run one.

Run one
ORCA calculation (ωB97M-V/def2-TZVPD) on an isolated ion of composition C7H12N3 and charge +1.

Output
E_HOMO (alpha / beta): -11.4474 / -11.3460 eV
orbital gap (alpha / beta): 7.37 / 7.33 eV

```
! wB97M-V def2-TZVPD RIJCOSX def2/J DEFGRID3
* xyz 1 1
N -1.685 -1.057 -0.659
N -2.557 -0.787 0.293
N 1.030 -1.044 0.365
C 0.763 -0.341 -0.617
C 2.239 -1.055 1.186
C 1.780 0.416 -1.444
C -1.778 1.459 0.648
C -0.885 1.297 -0.333
C -2.603 0.406 0.934
C -0.731 -0.059 -1.035
H 2.374 -1.879 1.881
H -3.425 0.454 1.595
H -0.563 0.033 -2.124
H 1.688 -0.209 -2.255
H 3.093 -0.805 0.611
H -3.345 -1.578 0.451
H 2.136 -0.138 1.774
H -0.142 2.017 -0.485
H 2.901 0.573 -1.046
H 1.461 1.398 -1.775
H -1.913 2.390 1.279
H 0.160 -1.494 0.755
*
```

The molecule's Mulliken atomic charges, reported in e, are given here: N -0.942; N 0.264; N -0.087; C 0.368; C -0.899; C -1.298; C -0.467; C -0.456; C -0.303; C 0.396; H 0.330; H 0.476; H 0.370; H 0.421; H 0.284; H 0.328; H 0.408; H 0.436; H 0.365; H 0.326; H 0.335; H 0.346

Run two
ORCA calculation (ωB97M-V/def2-TZVPD) on an isolated ion of composition C7H12N3 and charge +1.

Output
E_HOMO: -13.2917 eV
orbital gap: 10.30 eV

```
! wB97M-V def2-TZVPD RIJCOSX def2/J DEFGRID3
* xyz 1 1
N -2.081 1.410 0.149
N 0.705 -1.011 -0.281
N -3.192 0.704 0.093
C 1.142 0.788 1.311
C 0.504 0.507 -0.010
C -1.639 -0.802 -0.070
C -3.005 -0.604 -0.111
C -1.111 0.532 0.013
C 1.063 1.335 -1.122
C -0.531 -1.778 -0.063
H 2.193 0.567 1.213
H 2.082 0.957 -1.249
H 0.384 1.103 -2.044
H -0.510 -2.399 0.828
H 0.846 -1.006 -1.220
H -0.638 -2.505 -0.950
H -4.184 1.028 0.001
H 0.730 0.328 2.111
H 0.901 2.318 -0.724
H 1.340 -1.394 0.312
H 1.037 1.780 1.572
H -3.871 -1.354 -0.002
*
```

The molecule's Mulliken atomic charges, reported in e, are given here: N -0.741; N 0.081; N 0.164; C -1.911; C 0.973; C 0.512; C -0.878; C 0.168; C -1.352; C -0.683; H 0.489; H 0.419; H 0.361; H 0.309; H 0.377; H 0.349; H 0.263; H 0.522; H 0.409; H 0.328; H 0.500; H 0.341

Stability check: which of them is least stable? run one.